Record 1
Here is 5 unconnected molecules or ions with the total composition C28H42BNO16 from the Open Molecules 2025 dataset. Energies are from ωB97M-V/def2-TZVPD.

Geometry (Å):
1 C 5.1798 -0.9920 0.6606
2 C 3.7510 -0.4225 1.1448
3 C 3.3203 0.9063 0.4413
4 C 2.7792 0.8016 -1.0407
5 C 3.9155 0.5461 -2.1446
6 C 1.4891 -0.0468 -1.2324
7 C 1.3932 -1.5312 -1.4102
8 B 2.6787 -2.4902 -1.4005
9 C 2.9179 -3.5435 -0.1760
10 O 3.6291 -2.5248 -2.4329
11 C 0.0820 -2.2026 -1.6060
12 C -0.0443 -3.7735 -1.8512
13 N -1.1069 -1.4706 -1.5938
14 C -1.0857 -0.0787 -1.4008
15 C -2.5030 0.6465 -1.3758
16 C -3.5863 -0.1126 -0.4682
17 C -2.9741 -0.6878 0.8704
18 O -4.3411 -1.0702 -1.2284
19 C 0.1690 0.6732 -1.2243
20 C 0.0008 2.2082 -1.0104
21 O 0.0002 2.9696 -1.9941
22 O -0.1030 2.6819 0.2031
23 H 5.8886 -1.0260 1.5424
24 H 5.6127 -0.2073 -0.0244
25 H 5.1112 -1.9958 0.1729
26 H 2.9601 -1.2244 1.1690
27 H 3.9198 -0.1652 2.2302
28 H 2.4723 1.3458 1.0561
29 H 4.1308 1.6934 0.4637
30 H 2.4562 1.8641 -1.2862
31 H 3.3596 0.2419 -3.0847
32 H 4.5867 -0.3104 -1.8966
33 H 4.4753 1.4967 -2.3377
34 H 3.9991 -3.7892 -0.0115
35 H 2.4301 -4.5191 -0.4998
36 H 2.3925 -3.2391 0.7661
37 H 4.4806 -2.8753 -2.1178
38 H 0.4600 -4.3814 -1.0629
39 H -1.1394 -4.0235 -1.9545
40 H 0.3865 -3.9421 -2.8857
41 H -1.9960 -1.9740 -1.7072
42 H -2.4487 1.6816 -0.9526
43 H -2.8892 0.7145 -2.4285
44 H -4.3169 0.6934 -0.1543
45 H -2.9199 -1.7977 0.8328
46 H -2.0025 -0.2103 1.1713
47 H -3.7052 -0.4464 1.7033
48 H -4.3578 -1.9155 -0.7461
49 C 1.1387 6.0057 -2.5660
50 C 0.3227 5.7865 -3.8046
51 O 0.9808 6.6107 -4.7674
52 C 2.2637 6.7765 -4.3481
53 O 3.1274 7.2726 -5.0046
54 O 2.4345 6.3027 -3.0860
55 H 1.1679 5.1243 -1.9264
56 H 0.7898 6.8600 -1.9791
57 H 0.3518 4.7493 -4.1461
58 H -0.7165 6.0882 -3.6792
59 C -4.7712 -6.2793 -0.2686
60 C -5.6145 -5.1072 -0.6824
61 O -4.8214 -3.9924 -0.2780
62 C -3.5326 -4.4131 -0.2203
63 O -2.5946 -3.6837 -0.0760
64 O -3.4447 -5.7578 -0.3478
65 H -4.8927 -7.1360 -0.9299
66 H -4.9657 -6.5944 0.7593
67 H -5.7662 -5.0596 -1.7633
68 H -6.5851 -5.0947 -0.1888
69 C -2.5941 3.9684 3.1778
70 C -2.1207 4.8554 2.0643
71 O -3.3397 5.2817 1.4571
72 C -4.3167 5.1760 2.3949
73 O -5.4213 5.6059 2.2686
74 O -3.8713 4.5152 3.4990
75 H -1.9318 3.9935 4.0427
76 H -2.7234 2.9303 2.8599
77 H -1.5814 5.7340 2.4289
78 H -1.4911 4.3255 1.3464
79 C 0.9656 -2.0487 3.9126
80 C 1.0533 -1.9406 5.4085
81 O 2.4155 -1.5926 5.6223
82 C 2.8691 -1.0077 4.4819
83 O 3.9180 -0.4537 4.3865
84 O 1.9669 -1.1387 3.4659
85 H -0.0146 -1.7642 3.5304
86 H 1.2115 -3.0505 3.5491
87 H 0.4182 -1.1461 5.8089
88 H 0.8081 -2.8761 5.9105

2S+1   1
Energy above the lowest of the compared OMol25 structures with the same formula, charge and spin   55.5 kJ/mol
E_LUMO   -0.73 eV
Charge   0

Record 2
Here is 4 unconnected molecules or ions with the total composition C6H14NS from the Open Molecules 2025 dataset. Energies are from ωB97M-V/def2-TZVPD.

Geometry (Å):
1 C -1.7486 0.6141 -0.9692
2 N -0.3899 0.8123 -1.1543
3 C 0.4755 0.2282 -0.1028
4 C 1.9094 0.7831 0.0085
5 S 3.1428 -0.1492 1.1443
6 C 0.4344 -1.2670 -0.3667
7 C -2.6615 0.1142 0.0329
8 C -4.0941 0.2520 -0.4703
9 H -1.5453 -2.0576 -0.1924
10 H -2.3608 1.0231 -1.8361
11 H 0.6086 -2.6658 2.3927
12 H -0.0292 0.5063 0.8481
13 H 1.6598 1.7269 0.4086
14 H 2.2649 0.8177 -1.0191
15 H 1.0702 -1.8899 0.2627
16 H 0.3372 -1.3212 -1.4733
17 H -0.7848 -1.5380 -0.2372
18 H 1.2980 -3.2044 2.5261
19 H -2.4002 -0.1425 1.0631
20 H -4.2440 0.2233 -1.4569
21 H -4.8444 -0.4655 -0.0570
22 H -4.4761 1.3413 -0.2530

2S+1   1
Energy above the lowest of the compared OMol25 structures with the same formula, charge and spin   779.2 kJ/mol
E_LUMO   1.65 eV
Charge   -1

Record 3
Here is a molecular structure, C22H24NO4STc from the Open Molecules 2025 dataset. Energies are from ωB97M-V/def2-TZVPD.

Geometry (Å):
1 Tc -0.2881 1.0168 0.0878
2 C 2.0195 1.1631 1.3819
3 C 2.5679 0.4093 0.3231
4 C 2.2472 1.0213 -0.9183
5 H 3.1985 -0.4647 0.4431
6 C 1.4319 2.1899 -0.6391
7 C 1.3369 2.2936 0.8162
8 H 1.0969 3.2045 1.3676
9 H 2.1501 0.9872 2.4480
10 H 2.6541 0.7657 -1.8855
11 H 1.2388 2.9907 -1.3506
12 C -2.4019 1.1831 0.7965
13 C -1.6160 2.3068 1.2428
14 C -1.1635 3.0136 0.0764
15 H -1.4637 2.6314 2.2716
16 C -1.5932 2.2897 -1.0940
17 C -2.4035 1.1739 -0.6357
18 H -2.9865 0.5214 -1.2617
19 H -2.9790 0.5195 1.4218
20 H -0.6218 3.9405 0.0796
21 H -1.4492 2.5864 -2.1137
22 O -0.0266 -0.5507 -0.9830
23 C -0.3237 0.4260 -4.6034
24 C 0.2742 -0.8203 -3.8989
25 C 0.4914 1.6344 -4.3012
26 C -1.7983 0.4596 -4.3930
27 C 0.3861 -1.2818 -2.3373
28 H 1.3132 -0.9173 -4.2639
29 H -0.2440 -1.6874 -4.3551
30 H -0.1815 -2.2206 -2.2236
31 H 1.4374 -1.5608 -2.1494
32 H 0.7329 2.2593 -5.1615
33 H 1.4467 1.3459 -3.8627
34 H 0.0247 2.3007 -3.5654
35 H -2.3870 0.3792 -5.3060
36 H -2.1676 1.3448 -3.8585
37 H -2.1005 -0.3980 -3.7862
38 O 0.6504 -2.2941 0.5137
39 C 0.1592 -1.6818 1.4784
40 N -0.2942 -0.3796 1.6583
41 S -0.5857 -0.0433 3.3667
42 O 0.3513 0.9491 3.8551
43 O -1.9986 0.1647 3.6251
44 C -0.1211 -1.6729 3.8189
45 C -0.0359 -2.2272 5.0818
46 C 0.3955 -3.5532 5.1787
47 C 0.7252 -4.3072 4.0379
48 C 0.6223 -3.7452 2.7784
49 C 0.1559 -2.4338 2.7059
50 H -0.3045 -1.6109 5.9254
51 H 0.4792 -4.0026 6.1629
52 H 1.0648 -5.3420 4.1474
53 H 0.8835 -4.2766 1.8568

Expectation value of S²   3.786
2S+1   4
Energy above the lowest of the compared OMol25 structures with the same formula, charge and spin   93.7 kJ/mol
E_LUMO (spin up / spin down)   2.88 / 2.87 eV
Charge   -1

Record 4
Here is 14 unconnected molecules or ions with the total composition C5H38N2O14 from the Open Molecules 2025 dataset. Energies are from ωB97M-V/def2-TZVPD.

Geometry (Å):
1 C 0.8421 -1.5268 -1.7504
2 C 0.3157 -2.9141 -2.0829
3 C -0.8743 -3.3091 -1.1233
4 N -0.6488 -3.4314 0.4129
5 C 1.3929 -1.0384 -0.4407
6 N 0.6405 0.0557 0.0544
7 C 0.8501 0.5082 1.4031
8 O 2.5287 -1.2737 0.0433
9 H 0.0125 -0.8507 -2.0350
10 H 1.7097 -1.6704 -2.3829
11 H -0.3079 -3.0466 -3.0727
12 H 1.1379 -3.7232 -2.0925
13 H -1.4777 -4.1187 -1.5225
14 H -1.5006 -2.3923 -1.2423
15 H -0.3422 -2.5243 0.5550
16 H -0.0215 -4.2111 0.5906
17 H -0.3227 0.0545 -0.3041
18 H 0.5114 -0.1970 2.2132
19 H 0.2353 1.4726 1.6204
20 H 2.0652 0.5354 1.6172
21 H 0.0049 2.9826 3.8604
22 H -0.9439 1.9464 3.0478
23 O -0.7014 2.9640 3.2466
24 H -4.4865 0.7410 -2.4846
25 H -4.2538 -0.2700 -1.2836
26 O -4.2433 0.6902 -1.5476
27 H 0.8361 -2.1739 4.5508
28 H 1.9195 -1.0291 4.8504
29 O 1.3952 -1.5150 4.2723
30 H -3.4439 -2.7724 1.9192
31 H -2.5396 -1.5707 1.5014
32 O -2.8719 -2.0555 2.1918
33 H 3.0625 3.6755 1.3126
34 H 4.0704 2.4990 1.4501
35 O 3.7591 3.2557 0.9185
36 H -3.8994 -2.0169 -0.0663
37 H -4.4312 -2.5000 -1.4022
38 O -3.8371 -1.9131 -1.0197
39 H 0.1794 2.7334 -1.7080
40 H 0.5824 3.4913 -2.8353
41 O -0.0069 3.4414 -2.1628
42 H -0.8446 0.0946 -3.9692
43 H 0.5191 -0.3235 -4.5204
44 O -0.4380 -0.5641 -4.5614
45 H 2.5273 2.7965 -0.4301
46 H 2.4141 1.6545 -1.2486
47 O 2.2221 2.6089 -1.2890
48 H -1.4809 4.6967 0.0634
49 H 0.0462 4.4345 -0.0609
50 O -0.7961 4.1505 0.4282
51 H 2.7904 -3.6608 1.4972
52 H 3.2285 -3.0868 0.2616
53 O 3.1560 -4.0218 0.6991
54 H 0.9201 3.6236 2.4258
55 H 2.2406 3.6810 3.2878
56 O 1.7639 3.1554 2.5171
57 H -2.5415 0.9888 -1.5073
58 H -1.0995 1.8242 -1.3104
59 O -1.5248 0.9451 -1.3556

2S+1   1
Energy above the lowest of the compared OMol25 structures with the same formula, charge and spin   764.4 kJ/mol
E_LUMO   -0.08 eV
Charge   0

Record 5
Here is C3H6S in the gas phase from the Open Molecules 2025 dataset. Energies are from ωB97M-V/def2-TZVPD.

Geometry (Å):
1 C 0.2293 1.3203 -0.0118
2 C -0.6003 0.0014 -0.0490
3 C 0.2128 -1.2736 -0.0127
4 H -0.4331 2.1595 0.2358
5 H 0.6496 1.4322 -0.9919
6 H 0.9228 1.1113 0.8050
7 H 0.3039 -1.5946 1.0331
8 H -0.2444 -2.0788 -0.5788
9 H 1.2045 -1.0834 -0.4199
10 S -2.2450 0.0057 -0.0099

2S+1   1
Energy above the lowest of the compared OMol25 structures with the same formula, charge and spin   0.0 kJ/mol
E_LUMO   0.09 eV
Charge   0
Structure (SMILES)   CC(C)=S

Record 6
Here is a molecular structure, C50H60InN7O from the Open Molecules 2025 dataset. Energies are from ωB97M-V/def2-TZVPD.

Geometry (Å):
1 In 0.3776 -0.0225 0.2999
2 C -0.9859 -6.2853 -0.1009
3 C 0.1284 -5.7906 0.8345
4 C 0.6440 -4.4287 0.4569
5 C 1.7254 -4.1813 -0.3857
6 C 2.6103 -5.2012 -1.0395
7 C 3.8718 -5.5036 -0.2184
8 C 1.8168 -2.7942 -0.5198
9 N 0.8283 -2.1721 0.2377
10 C 0.1069 -3.1829 0.7939
11 C -1.1891 -3.1086 1.5143
12 C -1.7704 -0.8754 2.7371
13 C -2.8333 -0.2617 3.4268
14 C -3.9614 -0.7677 4.2966
15 C -5.2713 -0.9490 3.5199
16 C -2.7215 1.1106 3.1741
17 C -1.6072 1.2936 2.3672
18 C -1.1663 2.5936 2.0150
19 C -0.1562 2.9901 1.2292
20 N 0.7214 2.1577 0.5318
21 C 1.5170 2.9880 -0.1887
22 C 2.4948 2.6224 -1.0907
23 C 2.8121 1.3227 -1.4584
24 N 2.2249 0.1857 -1.0007
25 C 2.9410 -0.8614 -1.5925
26 C 2.7746 -2.1703 -1.3409
27 C 3.9666 -0.3342 -2.4644
28 C 3.8830 1.0141 -2.3938
29 C 4.7560 2.0285 -3.0693
30 C 5.9384 2.4515 -2.1858
31 C 4.8909 -1.1500 -3.3136
32 C 4.2031 -1.6525 -4.5911
33 C 1.1806 4.3852 0.0794
34 C 0.1516 4.3823 0.9519
35 C -0.5947 5.5599 1.4970
36 C -1.8089 5.9204 0.6296
37 C 1.8538 5.5588 -0.5597
38 C 1.3938 5.7963 -2.0053
39 N -1.0114 0.0722 2.0813
40 C -3.5742 2.1949 3.7680
41 C -3.0085 2.7208 5.0959
42 H -1.1988 -7.3470 0.0547
43 H -0.6912 -6.1444 -1.1432
44 H -1.9097 -5.7250 0.0592
45 H 0.9587 -6.4986 0.7987
46 H -0.2306 -5.7951 1.8664
47 H 2.8998 -4.8598 -2.0350
48 H 2.0440 -6.1240 -1.1845
49 H 4.4029 -4.5785 0.0150
50 H 4.5515 -6.1659 -0.7615
51 H 3.6093 -5.9828 0.7272
52 H -1.3367 -4.1342 1.8309
53 H -4.1300 -0.0261 5.0831
54 H -3.7107 -1.6906 4.8039
55 H -5.5071 -0.0425 2.9544
56 H -6.1056 -1.1606 4.1957
57 H -5.1914 -1.7728 2.8103
58 H -1.7447 3.3948 2.4592
59 H 3.0684 3.4174 -1.5454
60 H 3.4607 -2.8409 -1.8441
61 H 4.1659 2.9097 -3.3315
62 H 5.1318 1.6132 -4.0068
63 H 5.5813 2.8318 -1.2257
64 H 6.5355 3.2311 -2.6664
65 H 6.5864 1.5957 -1.9831
66 H 5.2692 -2.0014 -2.7427
67 H 5.7562 -0.5433 -3.5860
68 H 3.3344 -2.2666 -4.3459
69 H 4.8880 -2.2489 -5.1976
70 H 3.8562 -0.8088 -5.1914
71 H 0.0763 6.4184 1.5497
72 H -0.9236 5.3527 2.5163
73 H -1.4875 6.1988 -0.3767
74 H -2.3666 6.7568 1.0569
75 H -2.4816 5.0632 0.5412
76 H 2.9365 5.4108 -0.5456
77 H 1.6521 6.4551 0.0291
78 H 1.5623 4.9072 -2.6162
79 H 1.9342 6.6313 -2.4563
80 H 0.3259 6.0244 -2.0339
81 H -4.5869 1.8195 3.9328
82 H -3.6712 3.0299 3.0687
83 H -3.0244 1.9395 5.8594
84 H -3.5872 3.5723 5.4648
85 H -1.9699 3.0345 4.9680
86 C -3.7814 2.2107 -0.4444
87 N -2.7773 2.5360 -1.4444
88 C -1.6252 1.8492 -1.5842
89 N -0.7507 2.2916 -2.5282
90 O -1.3558 0.8749 -0.8681
91 H -4.7422 2.0035 -0.9181
92 H -3.8990 3.0309 0.2665
93 H -3.4533 1.3297 0.1017
94 H -2.9387 3.3270 -2.0403
95 H -1.0169 2.9473 -3.2381
96 H 0.0945 1.7613 -2.6559
97 C -5.4002 -0.9872 -2.9762
98 C -4.1859 -1.4609 -3.4649
99 C -3.1705 -1.8118 -2.5910
100 C -3.3573 -1.7198 -1.2098
101 C -4.5709 -1.2322 -0.7246
102 C -5.5824 -0.8688 -1.6054
103 N -2.2630 -2.0540 -0.3858
104 C -2.3864 -2.8153 0.6278
105 C -1.2803 -2.3028 2.8407
106 C -2.0896 -3.1475 3.8005
107 C -3.1238 -3.9343 3.4890
108 C -3.8543 -4.0659 2.2194
109 C -3.6044 -3.5560 1.0034
110 H -6.1935 -0.7078 -3.6593
111 H -4.0328 -1.5502 -4.5346
112 H -2.2130 -2.1675 -2.9549
113 H -4.6988 -1.1017 0.3447
114 H -6.5222 -0.4911 -1.2162
115 H -0.2658 -2.2429 3.2437
116 H -1.7658 -3.1359 4.8379
117 H -3.5597 -4.5055 4.3033
118 H -4.7806 -4.6253 2.3138
119 H -4.3422 -3.7141 0.2248

2S+1   1
Energy above the lowest of the compared OMol25 structures with the same formula, charge and spin   0.0 kJ/mol
E_LUMO   -0.29 eV
Charge   0

Q: The highest 2S+1 belongs to which entry?
A: C22H24NO4STc